[1]
This record from the Open Molecules 2025 dataset describes 3 unconnected molecules or ions with the total composition C5H17NO4 in a non-equilibrium geometry. The level of theory is ωB97M-V with the def2-TZVPD basis set.

```
27
Properties=species:S:1:pos:R:3:mulliken_charge:R:1
O -2.00715 1.29434 2.15597 -0.5349
C -2.55545 0.09455 1.65288 -0.6009
C -1.76323 -0.37269 0.36940 -0.1955
C -1.13339 0.80169 -0.37357 -0.5431
N -0.45252 0.26805 -1.56098 -0.3289
C 0.62942 -0.69400 -1.34430 -0.2248
C 1.12528 -1.29198 -2.69816 -0.3698
O 2.07948 -2.30790 -2.40541 -0.5481
H -2.13648 2.02019 1.53687 0.3416
H -3.60039 0.27537 1.43002 0.2898
H -2.60547 -0.66908 2.45803 0.3292
H -2.43546 -0.86451 -0.33854 0.2570
H -0.95121 -0.96268 0.83805 0.2345
H -0.38531 1.31258 0.24578 0.1502
H -2.03084 1.36622 -0.67878 0.3652
H -0.08856 1.03209 -2.11835 0.2533
H 0.12196 -1.61199 -0.96372 0.2267
H 1.34117 -0.50132 -0.53503 0.0464
H 1.59611 -0.51436 -3.27917 0.3244
H 0.35654 -1.86333 -3.18314 0.2603
H 2.89657 -2.06803 -1.97289 0.2886
O 1.87165 -0.34590 1.97282 -0.5744
H 2.31812 -1.10027 1.58618 0.2963
H 1.54257 -0.66803 2.81026 0.2905
O 2.16404 2.89618 1.37527 -0.6553
H 2.25513 2.33661 2.15885 0.3434
H 1.84743 2.13820 0.86164 0.2782
```

E_LUMO, eV: 0.279
E_tot, eV: -15139.024
E_HOMO, eV: -9.0
HOMO-LUMO gap, eV: 9.2
SMILES: OCCCNCCO.O.O
Energy above the lowest of the compared OMol25 structures with the same formula, charge and spin, eV: 2.322

***

[2]
This record from the Open Molecules 2025 dataset describes a molecular structure, C5H17O2PYb in a non-equilibrium geometry. The level of theory is ωB97M-V with the def2-TZVPD basis set.

```
26
Properties=species:S:1:pos:R:3:lowdin_spin:R:1
Yb 0.84576 -0.35313 1.02795 0.1677
H 2.02581 -2.06464 2.14429 0.0024
H 1.58121 -2.51322 1.70212 0.0067
P -1.07848 -0.17878 -1.22327 0.0680
C -2.78941 -0.55706 -0.91277 0.0216
H -3.23935 -0.93179 -1.84498 0.0041
H -2.90433 -1.31315 -0.12590 0.0080
H -3.32432 0.34985 -0.60165 0.0009
C -0.91189 0.62039 -2.81339 0.0004
H 0.15267 0.70912 -3.07554 0.0003
H -1.43909 0.05271 -3.59726 0.0001
H -1.34405 1.62989 -2.75186 0.0006
C -0.11429 -1.70555 -1.22280 0.0411
H -0.29568 -2.34761 -0.33931 0.0142
H -0.45975 -2.27828 -2.09753 0.0083
H 0.96597 -1.53699 -1.37378 0.0004
C -1.44665 -0.15960 2.05771 0.3502
O -2.40462 0.04925 2.65978 0.2190
H 1.87209 0.48590 -0.48705 0.0010
H -0.63800 0.79833 -0.26316 0.0465
C 2.83608 1.92820 2.01247 0.0034
O 1.54401 1.33008 2.28957 0.0269
H 3.41253 1.19452 1.44502 0.0001
H 3.34297 2.15661 2.95679 0.0005
H 2.69819 2.83095 1.40533 0.0004
H 1.11260 1.80399 3.02923 0.0070
```

E_LUMO (alpha / beta), eV: -2.827 / -2.933
E_tot, eV: -50363.104
E_HOMO (alpha / beta), eV: -8.1 / -11.0
HOMO-LUMO gap (alpha / beta), eV: 5.3 / 8.0
Energy above the lowest of the compared OMol25 structures with the same formula, charge and spin, eV: 0.335
Charge: +1
Multiplicity: 2

***

[3]
This record from the Open Molecules 2025 dataset describes 3 unconnected molecules or ions with the total composition C5H18N6 in a non-equilibrium geometry. The level of theory is ωB97M-V with the def2-TZVPD basis set.

```
29
Properties=species:S:1:pos:R:3:lowdin_spin:R:1
C -3.75239 -0.93418 0.93625 0.6946
C -2.96043 -0.14287 -0.02806 0.1351
C 0.88683 3.19461 -0.28126 0.0002
C -0.41168 2.68212 0.45359 0.0005
C -1.24444 1.56731 -0.36822 0.0080
N -4.59851 -0.38010 1.72271 0.2540
N -2.58422 -0.70102 -1.16247 0.0850
N -4.70505 -3.50322 0.20677 0.2212
N -4.30181 -2.56156 -0.44203 0.4684
N 10.76804 -2.02438 -0.58368 0.0000
N -2.40291 1.00892 0.26376 0.0623
H 0.91264 2.84883 -1.33054 0.0000
H 0.91035 4.21387 -0.15793 0.0000
H 1.69059 2.72782 0.33681 0.0000
H -1.03577 3.57803 0.55060 0.0000
H -0.36049 2.31699 1.39125 0.0000
H -1.76110 1.97291 -1.33567 0.0034
H -0.51339 0.85709 -0.58885 0.0022
H 10.08901 -1.95088 0.19749 0.0000
H -4.91638 0.52476 1.49806 0.0204
H -3.01796 -1.68693 -1.28151 0.0018
H -1.88726 -0.30163 -1.70910 0.0027
H -5.57319 -3.34444 0.79890 0.0126
H -4.22381 -4.41643 0.10591 0.0152
H 11.42657 -2.82049 -0.41877 0.0000
H 10.21801 -2.24230 -1.47788 0.0000
H 11.28063 -1.11638 -0.68800 0.0000
H -2.66984 1.55389 1.11154 0.0010
H -5.26203 -0.92034 2.28031 0.0111
```

E_LUMO (alpha / beta), eV: -5.884 / -6.274
E_tot, eV: -14396.664
E_HOMO (alpha / beta), eV: -11.2 / -13.3
HOMO-LUMO gap (alpha / beta), eV: 5.3 / 7.0
Charge: +2
Multiplicity: 3

***

[4]
This record from the Open Molecules 2025 dataset describes a molecular structure, C5H18N6O5Tl in a non-equilibrium geometry. The level of theory is ωB97M-V with the def2-TZVPD basis set.

```
35
Properties=species:S:1:pos:R:3:mulliken_charge:R:1
Tl 19.07134 12.78504 -31.01761 1.3661
C 16.51096 15.61826 -30.26893 -0.3257
C 15.87186 14.33124 -30.79644 -0.6364
O 16.43889 13.22352 -30.08303 -0.3871
O 17.93726 15.32039 -30.25774 -0.3912
H 16.16623 15.83610 -29.25929 0.3662
H 16.27010 16.43084 -30.95560 0.3234
H 16.06839 14.21552 -31.86620 0.2652
H 14.78401 14.42660 -30.77843 0.4699
H 15.67837 12.81385 -29.64142 0.3151
H 18.30468 15.88381 -29.56219 0.2808
C 21.77729 11.06534 -28.58982 0.6577
O 21.18576 11.36950 -29.66694 -0.4503
N 21.39915 11.64856 -27.40517 -0.3522
N 22.83628 10.26828 -28.59363 -0.3789
H 21.96510 11.41379 -26.60643 0.2180
H 20.76688 12.41563 -27.52792 0.1886
H 23.02788 9.78965 -29.46470 0.2863
H 23.13855 9.82740 -27.73629 0.2357
C 17.54137 9.86887 -28.96206 0.6678
O 17.60733 10.64415 -29.97652 -0.4512
N 17.94444 10.30153 -27.75337 -0.2921
N 17.15590 8.60097 -29.08837 -0.3710
H 18.27424 11.24425 -27.66095 0.1567
H 17.88700 9.73091 -26.92434 0.2185
H 16.71114 8.28219 -29.93810 0.2889
H 16.96795 8.10966 -28.22639 0.2257
C 21.58850 15.82480 -31.40178 0.7057
O 21.07662 14.83474 -30.81254 -0.4934
N 22.54518 15.62808 -32.34107 -0.3201
N 21.23366 17.10413 -31.15164 -0.2915
H 22.86253 14.68035 -32.47553 0.2575
H 23.03032 16.39113 -32.78869 0.2165
H 20.46478 17.26650 -30.52566 0.2110
H 21.66142 17.85983 -31.66053 0.2201
```

E_LUMO, eV: -16.179
E_tot, eV: -29318.089
E_HOMO, eV: -19.7
HOMO-LUMO gap, eV: 3.5
Energy above the lowest of the compared OMol25 structures with the same formula, charge and spin, eV: 0.374
Charge: +3

***

[5]
This record from the Open Molecules 2025 dataset describes 4 unconnected molecules or ions with the total composition C5H18NO4 in a non-equilibrium geometry. The level of theory is ωB97M-V with the def2-TZVPD basis set.

```
28
Properties=species:S:1:pos:R:3:lowdin_spin:R:1
C 2.48137 -1.14309 0.61103 0.3678
C 1.52200 -0.46005 -0.28071 0.0158
C 1.54724 1.07424 -0.14808 0.0871
C 0.07909 1.65231 -0.55269 0.0129
C -0.69516 1.98194 0.80920 0.0108
O -1.93260 1.35688 0.84691 0.0017
N 1.71519 -0.91159 -1.77436 0.0349
H 2.24707 -1.01963 1.72368 0.0729
H 2.60222 -2.24351 0.44746 0.0813
H 3.47992 -0.67689 0.50379 0.1146
H 0.42351 -0.76847 -0.10656 0.0021
H 1.77477 1.36825 0.93349 0.0297
H 2.14677 1.60667 -1.00107 0.0321
H -0.29999 0.79858 -1.22231 0.0014
H 0.25704 2.47606 -1.15469 0.0039
H -0.12657 1.73390 1.76647 0.0058
H -0.77261 3.05996 0.87695 0.0033
H 1.30024 -0.43858 -2.45434 0.0152
H 2.75193 -1.09660 -1.99279 0.0654
H -1.90852 0.13428 0.20639 0.0008
H -2.70987 -1.45635 0.26361 0.0016
O -1.81600 -0.99537 0.09413 0.0138
H -2.20322 0.32899 2.29274 0.0007
H -2.20892 -1.32580 2.28501 0.0022
O -2.46072 -0.53545 2.79686 0.0115
H -2.74812 -2.02957 -1.59868 0.0023
H -1.83988 -1.06173 -1.86471 0.0011
O -2.60616 -1.40936 -2.30672 0.0072
```

E_LUMO (alpha / beta), eV: 5.981 / 5.925
E_tot, eV: -15152.216
E_HOMO (alpha / beta), eV: 3.8 / -1.9
HOMO-LUMO gap (alpha / beta), eV: 2.2 / 7.8
Energy above the lowest of the compared OMol25 structures with the same formula, charge and spin, eV: 0.220
Charge: -2
Multiplicity: 2